1.
ORCA calculation (ωB97M-V/def2-TZVPD) on a cluster of 2 separate species, C22H30BrF4N4O3 in total at a distorted geometry.

The geometry in ORCA input format:
```
! wB97M-V def2-TZVPD RIJCOSX def2/J DEFGRID3
* xyz 1 1
N -1.99 1.23 -0.85
C -2.29 0.04 -1.32
C -2.71 -1.50 -1.83
C -4.21 -1.75 -1.24
C -4.65 -0.90 0.08
C -5.47 0.51 -0.27
C -6.90 0.27 -1.02
O -7.78 -0.62 -0.25
C -2.80 -1.34 -3.45
C -3.55 -2.50 -4.30
O -4.74 -3.07 -4.09
Br -2.61 -3.16 -5.98
C -1.52 -2.44 -1.24
C -1.76 -2.60 0.41
N -1.88 -2.64 1.71
C -0.04 -1.67 -1.45
C 0.74 -0.94 -0.16
C 2.20 -0.21 -0.44
C 2.74 -0.28 -1.99
N 2.07 -0.91 -3.17
C 0.76 -1.57 -2.88
C -1.41 -3.97 -1.78
F -0.21 -4.55 -1.06
F -1.09 -4.14 -3.22
C -2.65 -4.97 -1.44
F -3.48 -5.35 -2.64
F -2.03 -6.28 -1.01
H -4.49 -2.88 -1.03
H -4.96 -1.41 -2.10
H -3.79 -0.74 0.88
H -5.46 -1.57 0.64
H -4.79 1.23 -0.91
H -5.62 1.06 0.77
H -6.72 -0.12 -2.14
H -7.42 1.34 -1.14
H -8.35 -1.09 -0.94
H -1.76 -1.12 -3.98
H -3.42 -0.34 -3.64
H 0.32 -0.87 0.92
H 2.80 0.33 0.43
H 3.78 0.27 -2.20
H 0.21 -2.05 -3.83
H -3.34 -4.66 -0.56
C 6.68 2.96 2.40
N 5.50 3.77 2.94
C 5.48 5.11 2.20
C 5.70 4.03 4.42
C 4.15 3.06 2.66
C 3.98 1.70 3.36
O 4.98 0.77 2.95
H 7.56 3.61 2.38
H 6.88 2.12 3.07
H 6.43 2.62 1.39
H 6.42 5.63 2.39
H 4.64 5.70 2.59
H 5.36 4.92 1.13
H 5.79 3.07 4.94
H 4.84 4.59 4.79
H 6.62 4.60 4.55
H 4.09 2.92 1.57
H 3.36 3.74 2.98
H 3.00 1.28 3.10
H 4.01 1.80 4.45
H 4.82 -0.07 3.43
*
```

Results
lowest unoccupied orbital energy: -2.76 eV
relative energy (zero: lowest compared OMol25 entry of this formula, charge and spin): 8.654 eV
energy: -4273.65151 a.u.
HOMO level: -11.361 eV

=====

2.
ORCA calculation (ωB97M-V/def2-TZVPD) on a cluster of 2 separate species, C22H30BrN2O3 in total at a distorted geometry.

The geometry in ORCA input format:
```
! wB97M-V def2-TZVPD RIJCOSX def2/J DEFGRID3
* xyz 1 1
C 1.23 -1.57 3.40
C 2.61 -1.82 2.77
O 2.60 -1.58 1.35
C 2.96 -0.24 1.11
C 2.76 0.13 -0.36
N 2.99 -1.04 -1.24
C 2.94 -0.72 -2.71
C 2.30 0.66 -2.97
N 1.16 0.95 -2.12
C 1.42 0.85 -0.69
C 0.25 0.08 -0.05
O 0.17 -1.22 -0.64
C -0.38 -2.18 0.19
C 0.33 -3.35 0.36
C -0.16 -4.36 1.13
C -1.38 -4.22 1.76
C -2.06 -3.05 1.62
C -1.57 -2.03 0.84
C 1.49 2.23 0.04
C 0.50 3.25 -0.48
O -0.48 3.03 -1.12
Br 0.89 5.10 0.06
H 1.05 -2.19 4.28
H 1.18 -0.52 3.70
H 0.48 -1.70 2.61
H 2.92 -2.85 2.98
H 3.37 -1.18 3.22
H 2.46 0.43 1.81
H 4.04 -0.14 1.32
H 3.56 0.84 -0.60
H 2.38 -1.83 -1.00
H 3.94 -1.36 -1.05
H 2.39 -1.47 -3.28
H 3.95 -0.71 -3.12
H 3.04 1.45 -2.80
H 2.00 0.71 -4.01
H 0.33 0.44 -2.40
H -0.65 0.63 -0.33
H 0.32 0.04 1.04
H 1.28 -3.45 -0.14
H 0.40 -5.28 1.22
H -1.76 -5.04 2.35
H -3.02 -2.94 2.11
H -2.13 -1.10 0.73
H 2.52 2.59 0.04
H 1.23 2.06 1.09
C -3.58 3.39 -1.66
C -4.87 3.84 -1.89
C -5.94 3.25 -1.23
C -5.72 2.21 -0.34
C -4.43 1.76 -0.11
C -3.36 2.35 -0.77
H -2.75 3.85 -2.18
H -5.05 4.66 -2.58
H -6.95 3.60 -1.42
H -6.56 1.76 0.18
H -4.26 0.96 0.59
H -2.36 2.00 -0.60
*
```

Results
lowest unoccupied orbital energy: -2.93 eV
energy: -3765.28699 a.u.
HOMO level: -10.984 eV

=====

3.
ORCA calculation (ωB97M-V/def2-TZVPD) on a cluster of 7 separate species, C22H30Cl10N2O4 in total at a distorted geometry.

The geometry in ORCA input format:
```
! wB97M-V def2-TZVPD RIJCOSX def2/J DEFGRID3
* xyz 1 2
Cl 0.57 2.41 11.08
C 0.20 4.10 11.17
C -1.25 4.30 11.52
Cl -2.52 3.62 10.43
H 0.36 4.43 10.14
H 0.81 4.63 11.91
H -1.48 5.37 11.52
H -1.44 3.88 12.51
Cl -8.51 4.82 7.04
C -8.93 6.56 6.84
C -10.40 6.84 7.30
Cl -11.57 5.98 6.24
H -8.92 6.77 5.77
H -8.18 7.21 7.28
H -10.70 7.89 7.26
H -10.55 6.64 8.36
Cl -1.33 -1.60 7.64
C -1.20 -0.12 8.59
C -0.81 1.00 7.64
Cl 0.93 0.83 7.20
H -0.51 -0.35 9.40
H -2.13 0.12 9.11
H -0.98 1.92 8.20
H -1.25 0.94 6.65
Cl 2.19 6.29 8.08
C 1.50 4.85 7.29
C 0.13 5.21 6.68
Cl -0.97 5.64 8.00
H 1.52 4.14 8.12
H 2.28 4.58 6.58
H -0.20 4.30 6.19
H 0.24 6.03 5.96
Cl -2.88 3.32 5.89
C -3.98 4.17 6.99
C -5.15 3.22 7.26
Cl -4.66 2.08 8.56
H -4.34 5.03 6.43
H -3.44 4.49 7.89
H -5.42 2.64 6.38
H -6.04 3.75 7.61
C -1.87 5.71 3.00
C -1.05 6.31 2.08
C -1.00 7.67 1.99
C -1.99 8.44 2.68
C -2.91 7.85 3.50
C -2.82 6.48 3.72
N -1.98 9.88 2.54
O -1.18 10.41 1.82
O -2.62 10.53 3.37
H -1.81 4.66 3.26
H -0.27 5.75 1.58
H -0.22 8.11 1.40
H -3.64 8.35 4.12
H -3.43 5.90 4.40
C -5.76 1.41 2.25
C -5.59 2.24 1.16
C -5.76 3.62 1.32
C -6.12 4.19 2.54
C -6.29 3.32 3.61
C -6.12 1.94 3.48
N -6.46 5.62 2.67
O -6.66 6.28 1.68
O -6.51 6.05 3.82
H -5.59 0.36 2.08
H -5.16 1.89 0.24
H -5.74 4.20 0.41
H -6.44 3.70 4.61
H -6.11 1.31 4.36
*
```

Results
<S²>: 0.769
lowest unoccupied orbital energy (spin up / spin down): -5.68 / -9.38 eV
energy: -5868.13622 a.u.
HOMO level (spin up / spin down): -12.212 / -12.212 eV

=====

4.
ORCA calculation (ωB97M-V/def2-TZVPD) on a structure of composition C22H30ClCoN2OP2S2 at a distorted geometry.

The geometry in ORCA input format:
```
! wB97M-V def2-TZVPD RIJCOSX def2/J DEFGRID3
* xyz -1 2
Co -0.46 2.09 -0.62
C -0.53 -2.27 -0.55
C -0.81 -0.89 -1.06
N 0.05 0.09 -0.79
N 1.20 -0.30 -0.24
C 2.02 0.58 0.21
S 1.75 2.28 0.26
S 3.52 -0.05 0.91
C 4.74 0.26 -0.45
C 4.75 -0.91 -1.37
C 5.70 -1.92 -1.22
C 5.69 -3.03 -2.04
C 4.70 -3.17 -3.00
C 3.74 -2.18 -3.15
C 3.77 -1.06 -2.35
C -2.00 -0.65 -1.81
C -2.91 -1.69 -2.10
C -4.09 -1.46 -2.76
C -4.43 -0.17 -3.16
C -3.58 0.88 -2.89
C -2.34 0.67 -2.25
O -1.55 1.68 -2.09
H 0.35 -2.26 0.08
H -0.34 -2.95 -1.39
H -1.38 -2.66 0.02
H 5.70 0.38 0.05
H 4.44 1.19 -0.93
H 6.46 -1.82 -0.46
H 6.44 -3.80 -1.92
H 4.68 -4.05 -3.63
H 2.97 -2.30 -3.89
H 3.03 -0.29 -2.47
H -2.66 -2.70 -1.81
H -4.75 -2.29 -2.98
H -5.36 0.01 -3.68
H -3.81 1.89 -3.18
C 0.56 -1.28 3.25
P -0.03 0.28 2.45
C 1.10 1.43 3.34
C -1.55 0.59 3.48
C -2.12 1.92 3.04
P -2.13 2.09 1.18
C -3.15 3.62 1.11
C -3.45 0.87 0.81
H 0.60 -1.18 4.33
H 1.56 -1.49 2.87
H -0.10 -2.09 2.97
H 0.94 1.37 4.42
H 0.94 2.45 2.99
H 2.13 1.15 3.11
H -1.32 0.58 4.55
H -2.26 -0.22 3.28
H -1.50 2.74 3.41
H -3.14 2.07 3.41
H -4.06 3.51 1.70
H -3.41 3.82 0.07
H -2.56 4.46 1.47
H -4.25 0.96 1.55
H -3.04 -0.14 0.83
H -3.84 1.07 -0.18
Cl -0.67 4.28 -0.73
*
```

Results
<S²>: 0.765
lowest unoccupied orbital energy (spin up / spin down): 2.53 / 2.54 eV
relative energy (zero: lowest compared OMol25 entry of this formula, charge and spin): 0.833 eV
energy: -4363.23615 a.u.
HOMO level (spin up / spin down): -3.978 / -4.389 eV

=====

5.
ORCA calculation (ωB97M-V/def2-TZVPD) on a structure of composition C22H30ClFN7O7V.

The geometry in ORCA input format:
```
! wB97M-V def2-TZVPD RIJCOSX def2/J DEFGRID3
* xyz 3 2
V -2.40 -0.70 -2.34
C 0.40 4.64 2.37
C -0.85 3.80 2.56
N -0.90 2.65 1.61
C -1.62 2.77 0.52
C -1.72 1.78 -0.45
C -2.58 2.09 -1.61
O -3.07 3.12 -1.89
O -2.79 0.96 -2.44
C -0.98 0.60 -0.29
O -0.94 -0.35 -1.20
C -0.20 0.45 0.89
C 0.54 -0.72 1.13
C 1.27 -0.83 2.28
F 1.91 -1.98 2.51
C 1.35 0.20 3.25
C 0.62 1.35 3.01
C -0.16 1.49 1.85
N 2.14 0.09 4.40
C 1.51 0.30 5.70
C 2.51 0.86 6.70
N 3.70 -0.06 6.79
C 4.31 -0.29 5.43
C 3.26 -0.83 4.48
H 0.38 5.46 3.09
H 0.43 5.07 1.37
H 1.31 4.07 2.53
H -1.75 4.39 2.35
H -0.97 3.40 3.56
H -2.17 3.70 0.39
H 0.51 -1.54 0.44
H 0.69 2.17 3.71
H 1.09 -0.64 6.08
H 0.68 1.00 5.62
H 2.07 0.94 7.70
H 2.89 1.83 6.39
H 3.41 -0.96 7.20
H 4.39 0.33 7.43
H 5.13 -0.99 5.55
H 4.69 0.67 5.11
H 2.95 -1.84 4.79
H 3.74 -0.93 3.51
C -2.34 -1.43 -5.24
N -1.44 -1.24 -3.99
C -0.72 -2.60 -3.75
N 0.00 -2.98 -4.91
C -0.91 -3.13 -6.05
N -1.55 -1.85 -6.35
C -0.53 -0.84 -6.66
N 0.38 -0.68 -5.52
C -0.34 -0.22 -4.39
C 1.02 -1.97 -5.23
H -2.82 -0.47 -5.44
H -3.09 -2.18 -4.99
H -1.50 -3.34 -3.52
H -0.06 -2.46 -2.90
H -1.66 -3.88 -5.83
H -0.33 -3.45 -6.92
H -1.01 0.11 -6.89
H 0.03 -1.17 -7.53
H -0.85 0.72 -4.60
H 0.32 -0.12 -3.52
H 1.70 -1.85 -4.38
H 1.59 -2.29 -6.09
O -5.01 -3.22 -1.27
Cl -4.23 -2.08 -1.41
O -2.75 -2.35 -1.20
O -4.55 -0.96 -0.61
O -4.12 -1.61 -2.85
*
```

Results
<S²>: 0.762
lowest unoccupied orbital energy (spin up / spin down): -10.24 / -9.70 eV
relative energy (zero: lowest compared OMol25 entry of this formula, charge and spin): 0.420 eV
energy: -3269.22448 a.u.
HOMO level (spin up / spin down): -16.244 / -16.282 eV

=====

6.
ORCA calculation (ωB97M-V/def2-TZVPD) on a structure of composition C22H30CoN7O7S at a distorted geometry.

The geometry in ORCA input format:
```
! wB97M-V def2-TZVPD RIJCOSX def2/J DEFGRID3
* xyz -1 2
Co -0.08 0.56 -0.48
O 4.68 2.21 2.51
C 3.56 2.17 1.76
C 2.29 2.36 2.31
C 1.19 2.23 1.49
N 1.31 1.95 0.19
C 2.52 1.80 -0.35
C 3.67 1.91 0.40
C 2.45 1.34 -1.80
O 3.39 1.60 -2.56
O 1.37 0.72 -2.05
C -0.25 2.24 1.97
O -0.54 2.86 3.00
O -1.02 1.60 1.19
H 4.43 2.35 3.43
H 2.15 2.57 3.36
H 4.64 1.77 -0.07
C -0.35 -4.77 0.30
C 1.11 -4.32 0.20
N 1.24 -2.89 -0.01
C 1.30 -2.45 -1.40
C 2.73 -2.45 -1.92
C 1.17 -2.01 1.01
C 1.24 -2.55 2.42
N 1.11 -0.74 0.80
H -0.40 -5.85 0.47
H -0.88 -4.54 -0.63
H -0.86 -4.25 1.11
H 1.58 -4.82 -0.65
H 1.65 -4.63 1.09
H 0.90 -1.44 -1.47
H 0.67 -3.11 -2.00
H 3.34 -1.76 -1.34
H 2.75 -2.13 -2.96
H 3.18 -3.45 -1.85
H 2.16 -3.13 2.57
H 0.37 -3.17 2.63
H 1.22 -1.73 3.12
H 1.06 -0.24 1.68
C -0.30 3.95 -3.08
N -0.99 4.27 -1.86
C -0.58 5.36 -1.00
C -1.44 5.16 0.26
N -2.35 4.08 -0.12
C -1.98 3.52 -1.31
S -2.75 2.25 -2.05
H 0.78 4.03 -2.92
H -0.60 4.62 -3.89
H -0.53 2.92 -3.35
H -0.78 6.32 -1.47
H 0.49 5.30 -0.78
H -2.02 6.05 0.50
H -0.85 4.90 1.13
H -2.64 3.43 0.59
C -4.28 -3.25 1.58
N -3.47 -2.56 0.60
C -3.87 -2.51 -0.70
C -3.16 -1.84 -1.64
C -2.00 -1.11 -1.19
O -1.28 -0.42 -1.95
N -1.63 -1.17 0.10
C -2.27 -1.90 1.02
O -1.90 -2.08 2.18
H -4.65 -4.19 1.16
H -5.12 -2.63 1.90
H -3.65 -3.46 2.44
H -4.77 -3.06 -0.93
H -3.46 -1.80 -2.67
*
```

Results
<S²>: 0.756
lowest unoccupied orbital energy (spin up / spin down): 2.45 / 2.45 eV
relative energy (zero: lowest compared OMol25 entry of this formula, charge and spin): 1.587 eV
energy: -3547.46543 a.u.
HOMO level (spin up / spin down): -5.085 / -5.098 eV

=====

7.
ORCA calculation (ωB97M-V/def2-TZVPD) on a structure of composition C22H30GaO2S5 at a distorted geometry.

The geometry in ORCA input format:
```
! wB97M-V def2-TZVPD RIJCOSX def2/J DEFGRID3
* xyz 3 1
Ga 1.50 0.52 -0.36
C 1.65 3.51 1.08
C 2.29 2.68 2.18
S 1.92 0.88 2.14
C 3.59 0.11 2.13
C 4.59 0.50 1.05
S 4.04 0.25 -0.68
C 4.43 1.87 -1.42
C 3.79 3.13 -0.83
S 1.96 3.07 -0.67
H 0.56 3.48 1.16
H 1.96 4.55 1.21
H 3.37 2.80 2.23
H 1.86 3.02 3.13
H 4.02 0.34 3.11
H 3.38 -0.96 2.09
H 4.94 1.53 1.16
H 5.45 -0.16 1.17
H 5.51 1.98 -1.35
H 4.17 1.76 -2.47
H 4.21 3.41 0.13
H 3.99 3.94 -1.54
O -0.10 0.83 -1.26
S -1.26 1.32 -2.25
C -1.64 -0.17 -3.25
C -2.35 -1.33 -2.57
C -1.56 -1.98 -1.43
C -0.33 -2.75 -1.88
S 0.98 -2.86 -0.61
O 1.47 -1.37 -0.42
C -0.07 -3.16 0.83
C -0.29 -2.20 1.79
C -1.09 -2.50 2.88
C -1.66 -3.76 2.99
C -1.42 -4.72 2.02
C -0.61 -4.44 0.94
C -2.73 1.44 -1.21
C -2.81 0.93 0.07
C -3.99 1.08 0.78
C -5.06 1.74 0.22
C -4.96 2.28 -1.05
C -3.79 2.14 -1.78
H -0.69 -0.46 -3.70
H -2.28 0.24 -4.04
H -2.54 -2.08 -3.34
H -3.31 -1.01 -2.19
H -2.23 -2.66 -0.90
H -1.26 -1.21 -0.72
H 0.16 -2.29 -2.74
H -0.56 -3.78 -2.15
H 0.16 -1.21 1.69
H -1.27 -1.75 3.64
H -2.29 -3.99 3.83
H -1.86 -5.70 2.11
H -0.40 -5.19 0.20
H -1.96 0.44 0.53
H -4.06 0.67 1.78
H -5.98 1.86 0.78
H -5.79 2.83 -1.48
H -3.71 2.56 -2.77
*
```

Results
lowest unoccupied orbital energy: -9.51 eV
relative energy (zero: lowest compared OMol25 entry of this formula, charge and spin): 0.317 eV
energy: -4921.58073 a.u.
HOMO level: -17.354 eV